C8H11F6N2O2P | ωB97M-V/def2-TZVPD

As for the spin multiplicity: 1. Its gap between HOMO and LUMO is 7.1 eV. The calculation puts the LUMO energy at -3.027 eV. As for the HOMO energy: -10.15 eV. The electronic energy comes out at -1512.0363 hartree.

Geometry as XYZ:
```
30
C8H11F6N2O2P (ωB97M-V/def2-TZVPD)
P 2.52444 2.59502 -2.87690
F 2.95874 2.99207 -1.32231
F 4.06778 3.02356 -3.25284
F 1.21215 2.53929 -3.88942
F 2.21161 4.20962 -3.02389
F 2.99057 1.23581 -3.69595
F 1.61558 1.49343 -1.98765
O 2.80302 -2.40693 1.26728
O 0.88916 -2.51507 0.14006
N -2.73645 -0.06458 0.07692
N -3.76990 -0.88098 -0.16484
C -0.73210 0.82187 1.10055
C -1.86003 -1.35457 1.81732
C -1.79868 -0.20926 1.00426
C -3.84006 -1.92942 0.60796
C 1.49334 -0.44220 1.31675
C -2.89797 -2.22235 1.61230
C 0.54232 0.33588 0.38432
C 1.82801 -1.85397 0.90014
H 2.42462 0.09547 1.44284
H -2.68466 0.74217 -0.53708
H -1.11355 -1.52057 2.57556
H 1.04774 1.21706 0.00641
H -1.10182 1.73769 0.64061
H 0.90932 -2.15519 -0.75705
H -0.55378 1.03909 2.15065
H 1.02241 -0.55223 2.29383
H -3.02328 -3.11873 2.19933
H -4.67750 -2.58904 0.43996
H 0.24900 -0.26292 -0.46911
```

The Mulliken scheme yields these atomic charges, measured in e:
1 P 0.93
2 F -0.34
3 F -0.32
4 F -0.33
5 F -0.32
6 F -0.33
7 F -0.31
8 O -0.50
9 O -0.49
10 N 0.44
11 N -0.92
12 C -1.63
13 C -0.04
14 C 1.02
15 C -0.24
16 C -0.53
17 C -0.53
18 C -0.07
19 C 0.37
20 H 0.43
21 H 0.31
22 H 0.46
23 H 0.21
24 H 0.38
25 H 0.38
26 H 0.47
27 H 0.31
28 H 0.40
29 H 0.45
30 H 0.34